# C25H30N4O7P2Rh

A molecular structure, C25H30N4O7P2Rh in a non-equilibrium geometry (ωB97M-V with the def2-TZVPD basis set, the Open Molecules 2025 dataset).

For the total energy, the calculation gives -68277.7758 eV. The HOMO-LUMO gap (spin up / spin down) comes out at 5.137 / 4.716 eV. For the highest occupied orbital energy (spin up / spin down), the calculation gives -11.29 / -11.20 eV. As for the total charge: +1.

Geometry (Å):
1 Rh 0.47 0.16 -0.06
2 C -2.05 2.32 0.13
3 P -0.68 1.94 -1.02
4 C -1.68 1.08 -2.31
5 N -2.66 1.74 -2.83
6 C -3.54 1.17 -3.66
7 C -4.64 1.87 -4.18
8 C -5.56 1.22 -4.96
9 C -5.41 -0.15 -5.25
10 C -4.33 -0.87 -4.78
11 C -3.38 -0.23 -3.97
12 N -2.33 -0.88 -3.44
13 C -1.49 -0.29 -2.64
14 P -0.21 -1.29 -1.78
15 C -1.09 -2.88 -1.62
16 C 1.24 -1.54 -2.96
17 C 0.76 -1.83 -4.38
18 C 2.05 -2.70 -2.38
19 C 2.08 -0.27 -2.92
20 C -0.20 3.57 -1.88
21 C 0.30 3.27 -3.29
22 C 0.94 4.14 -1.04
23 C -1.39 4.51 -1.94
24 H -1.69 3.01 0.90
25 H -2.34 1.39 0.62
26 H -2.90 2.75 -0.39
27 H -4.74 2.92 -3.93
28 H -6.41 1.75 -5.34
29 H -6.15 -0.64 -5.85
30 H -4.21 -1.92 -5.01
31 H -1.34 -3.28 -2.60
32 H -2.00 -2.72 -1.04
33 H -0.46 -3.59 -1.09
34 H 0.11 -2.71 -4.41
35 H 1.62 -2.03 -5.01
36 H 0.22 -0.98 -4.80
37 H 1.53 -3.65 -2.50
38 H 2.26 -2.54 -1.33
39 H 3.00 -2.78 -2.90
40 H 1.57 0.54 -3.43
41 H 3.03 -0.44 -3.42
42 H 2.30 0.03 -1.88
43 H 1.10 2.52 -3.27
44 H 0.71 4.18 -3.73
45 H -0.50 2.92 -3.94
46 H 1.81 3.47 -1.08
47 H 0.64 4.26 0.00
48 H 1.23 5.11 -1.42
49 H -2.24 4.04 -2.44
50 H -1.12 5.39 -2.52
51 H -1.69 4.85 -0.96
52 O -1.28 -1.50 3.45
53 C -0.53 -0.86 2.75
54 O -0.77 -0.34 1.63
55 C 0.90 -0.66 3.32
56 C 1.00 -0.68 4.70
57 C 2.22 -0.49 5.32
58 C 3.38 -0.32 4.56
59 C 3.27 -0.30 3.19
60 C 2.03 -0.45 2.49
61 O 2.06 -0.39 1.21
62 N 4.45 -0.17 2.34
63 O 4.74 -1.12 1.68
64 O 5.01 0.90 2.37
65 N 2.30 -0.45 6.77
66 O 3.40 -0.34 7.25
67 O 1.26 -0.53 7.38
68 H 0.11 -0.82 5.29
69 H 4.33 -0.20 5.05